Density functional theory data (ωB97M-V/def2-TZVPD) for a single C5H9NO molecule in a non-equilibrium geometry.

```
16
Properties=species:S:1:pos:R:3:forces:R:3
C -1.746 0.922 -0.510 -0.29 -0.03 0.06
N -0.722 -0.078 -0.491 1.71 -0.34 -0.35
C -0.827 -1.351 0.021 0.68 0.18 0.75
C 0.474 -1.580 0.322 -0.56 -0.51 0.05
C 0.890 -0.206 -0.112 -2.08 0.91 -0.45
C 1.359 0.759 0.947 -0.14 -0.21 -0.17
O 1.634 -0.045 -1.255 0.48 -0.02 0.03
H -2.419 0.715 -1.349 -0.13 0.01 0.10
H -1.349 1.918 -0.709 0.21 -0.08 0.21
H -2.339 0.926 0.416 0.06 0.26 -0.07
H -1.752 -1.882 0.193 -0.06 -0.13 -0.09
H 1.020 -2.361 0.813 0.09 -0.22 -0.18
H 1.449 1.760 0.532 0.02 0.08 0.02
H 0.676 0.754 1.793 -0.07 0.02 -0.02
H 2.334 0.425 1.300 0.09 0.08 -0.02
H 1.318 -0.678 -1.913 -0.01 0.00 0.14
```
Positions in Å, forces in eV/Å.

HOMO level   -0.273 hartree
Orbital gap   8.443 eV
Energy relative to the best compared isomer or geometry (same formula, charge and spin)   68.11 kcal/mol

Density functional theory data (ωB97M-V/def2-TZVPD) for a molecular structure, C5H9NO in a non-equilibrium geometry.

```
16
Properties=species:S:1:pos:R:3:forces:R:3
C 0.521 -1.247 1.013 0.04 0.37 0.07
C -0.213 -0.915 -1.426 0.62 0.38 -0.12
C -0.194 -0.418 -0.010 -0.61 1.60 -0.40
C -1.264 0.432 0.412 -1.31 1.74 -0.12
C 0.279 1.490 -0.027 2.72 -1.78 -0.28
O -1.805 1.388 -0.253 -0.40 -2.12 0.51
N 0.926 2.049 0.879 -0.11 -0.85 0.17
H 1.539 2.795 0.563 -0.57 0.39 -0.05
H -1.545 0.302 1.466 0.04 0.31 0.20
H 0.280 1.660 -1.099 -0.41 0.06 0.11
H 1.586 -1.285 0.775 -0.04 -0.16 0.04
H 0.110 -2.260 1.037 0.10 0.00 -0.13
H 0.423 -0.832 2.015 0.00 0.10 -0.01
H -0.789 -0.257 -2.075 -0.04 0.02 0.06
H -0.661 -1.911 -1.457 0.02 0.04 0.07
H 0.807 -0.991 -1.814 -0.06 -0.10 -0.11
```
Positions in Å, forces in eV/Å.

HOMO level   -0.316 hartree
Orbital gap   9.469 eV
Energy relative to the best compared isomer or geometry (same formula, charge and spin)   94.76 kcal/mol